[1]
37
Properties=species:S:1:pos:R:3:forces:R:3 method="wB97M-V/def2-TZVPD" largest_force_ev_per_a=2.762 de_lowest_ev=1.978 total_charge=-1 homo_lumo_gap_ha="0.216 / 0.216" energy_ev=-93170.422 lumo_ha="0.1151 / 0.1151"
Ga 2.2328 0.1009 -0.8485 2.000 -1.223 1.354
Cl 1.8093 1.9571 0.1921 -0.092 0.947 0.085
Cl 0.8065 -1.5541 -0.7469 -0.662 -0.862 -0.457
N 0.3687 -0.2511 1.7419 -0.680 -0.212 1.190
N 1.3631 -0.3980 2.6414 -0.034 0.255 -0.141
C 0.9269 -0.6132 3.9025 -0.973 0.029 -0.750
C 3.8412 -0.7101 -0.2579 0.763 -0.426 0.658
C -1.0062 -0.0164 -4.1866 0.059 0.458 0.367
C -2.0898 -0.3269 1.8057 -0.544 0.070 -0.324
C -0.0006 1.4769 -2.4300 2.239 -0.143 -1.611
C -2.2399 -0.1052 -3.2815 -0.374 0.146 0.766
C -0.7665 -0.4204 2.4352 2.046 0.017 0.606
C 1.8370 -0.7256 5.0642 0.276 -0.133 0.481
C 0.2149 0.2595 -3.3014 -0.289 -0.740 0.066
C -0.4622 -0.6504 3.8057 0.477 0.071 -0.175
C -1.1466 1.8168 -1.9260 -1.503 0.284 1.040
C -2.3873 1.0285 -2.2004 -0.721 -0.210 -0.323
H -1.2502 2.7134 -1.2958 0.108 -0.400 -0.341
H -1.1106 0.7989 -4.9210 -0.104 -0.407 -0.038
H 4.1362 -1.7636 -0.4831 -0.649 0.733 -0.269
H -2.1968 -1.0578 -2.7211 0.045 0.283 -0.372
H 1.1770 0.2772 -3.8413 -0.455 0.301 -0.013
H -1.9804 -0.2539 0.7207 -0.035 0.004 0.135
H 2.8818 -0.5552 4.7670 -0.296 -0.064 0.107
H -2.6939 -1.2067 2.0495 0.000 0.078 -0.096
H 4.7381 -0.2691 0.2454 -0.729 0.365 -0.838
H 2.3342 -0.3420 2.3165 -0.574 -0.009 -0.102
H -3.1101 1.7798 -2.5553 -0.123 -0.236 0.019
H -1.1584 -0.8120 4.6100 -0.057 -0.002 0.115
H -3.1640 -0.1121 -3.8816 0.258 -0.149 0.140
H 1.7626 -1.7204 5.5279 0.112 0.247 -0.101
H 0.8566 2.1456 -2.3419 -0.217 -0.163 0.290
H -0.8854 -0.9992 -4.6573 -0.008 0.352 -0.355
H -2.6207 0.5552 2.1803 -0.050 -0.064 -0.154
H 1.5686 0.0158 5.8316 0.155 -0.190 -0.197
H -2.8564 0.5871 -1.2862 0.494 0.363 -0.520
H 0.2706 -0.6493 -2.6740 0.139 0.630 -0.240


[2]
38
Properties=species:S:1:pos:R:3:forces:R:3 method="wB97M-V/def2-TZVPD" largest_force_ev_per_a=3.206 de_lowest_ev=0.325 total_charge=-1 homo_lumo_gap_ha="0.199 / 0.199" energy_ev=-158517.879 lumo_ha="0.0996 / 0.0996"
Se -1.1107 -1.0512 1.4980 -0.257 -0.254 -0.188
Ga 2.6188 -0.3949 -1.1890 1.392 -0.554 0.836
Cl 1.3441 -2.1069 -1.5543 -0.660 -0.429 -0.227
Cl 2.0250 1.4573 -0.1897 -0.505 0.670 0.224
N 1.0623 -0.0829 3.1073 -0.821 -0.030 -0.077
N -0.7904 0.9695 3.5110 0.050 -0.323 -0.354
C -0.1685 -0.1564 -3.9469 -0.285 -0.363 -0.244
C 4.2959 -0.8933 -0.6272 0.127 -0.159 0.314
C -2.1705 1.3865 3.4696 -0.238 0.175 0.016
C 0.1639 1.4937 4.3572 0.614 -0.350 -0.083
C -1.6174 -0.5718 -4.2443 0.095 0.126 0.045
C 1.3248 0.8298 4.1058 -0.695 0.240 -0.038
C -0.0451 0.5856 -2.6406 1.976 0.325 -2.503
C 2.0209 -1.0279 2.5781 0.348 -0.188 -0.188
C -2.3416 0.0956 -1.9147 -0.249 -0.494 -0.322
C -0.9694 0.6683 -1.7468 -1.648 0.578 2.089
C -0.2566 -0.0227 2.7217 0.804 0.669 1.012
C -2.3685 -1.0118 -2.9865 0.002 0.131 0.292
H 4.9876 -0.1873 -0.1506 -0.097 -0.275 -0.425
H 0.8870 1.1542 -2.5554 -0.241 -0.332 0.356
H 2.7358 -0.5264 1.9173 -0.103 -0.145 0.029
H -2.7030 0.7234 2.7831 0.116 0.109 0.106
H 2.5516 -1.5087 3.4090 -0.114 0.079 -0.161
H 1.4745 -1.7794 2.0002 0.157 0.170 0.090
H -0.7805 1.1652 -0.7870 0.039 -0.001 -0.489
H -2.7011 -0.2760 -0.9457 0.005 0.023 -0.243
H 0.4683 -1.0567 -3.9293 -0.093 0.317 0.150
H 2.3022 0.9206 4.5459 -0.029 0.040 -0.042
H -2.2518 2.4213 3.1180 0.034 -0.170 -0.008
H -0.0668 2.2751 5.0603 0.039 -0.012 -0.047
H 0.2052 0.4601 -4.7788 -0.034 -0.053 0.219
H -1.9147 -1.9199 -2.5695 -0.016 0.115 -0.104
H -3.0367 0.8890 -2.2391 0.141 -0.029 0.209
H -2.6167 1.3200 4.4672 0.068 -0.044 -0.107
H -1.6364 -1.3688 -4.9974 -0.029 0.125 0.043
H -2.1321 0.2983 -4.6686 -0.106 -0.072 -0.035
H -3.4104 -1.2356 -3.2432 0.093 -0.126 0.033
H 4.6210 -1.9352 -0.7455 0.121 0.510 -0.177


[3]
44
Properties=species:S:1:pos:R:3:forces:R:3 method="wB97M-V/def2-TZVPD" largest_force_ev_per_a=4.340 total_charge=+2 homo_lumo_gap_ha="0.230 / 0.239" energy_ev=-149731.330 s_squared=3.78 spin_multiplicity=4 lumo_ha="-0.2163 / -0.3020"
Ge -2.8740 0.4303 -4.1836 -0.155 -0.157 0.084
Ti -1.3830 0.0445 -0.9283 -0.265 -1.001 0.114
Cl -3.1491 1.2927 -1.8165 -0.369 0.465 -0.545
Cl -1.4951 -1.3768 -2.9712 -0.013 0.437 -0.276
Cl -1.2812 1.7743 -4.8590 -0.020 -0.130 0.214
S -2.8070 -1.4446 0.5263 -0.214 -0.028 0.534
N -1.4148 1.0465 0.9056 -2.294 -1.919 -0.431
N -2.4873 0.9684 1.6931 2.005 1.115 0.494
N -4.4646 0.0708 2.0351 -0.094 -0.666 0.505
N 2.2397 -3.2902 0.8549 -1.460 -2.234 1.292
N 0.1688 1.4968 -1.0350 -0.674 -2.612 -0.894
N 0.4135 -1.4403 -0.3912 -1.117 -0.608 -0.289
C 1.0374 3.3860 -0.1253 2.945 2.793 -1.070
C -3.2609 -0.1286 1.5191 -0.800 -0.076 -1.281
C 1.4975 2.8405 -2.4174 2.021 2.404 -1.231
C 0.7755 1.7293 -2.1796 -0.402 -0.942 -0.995
C -0.1461 2.2602 2.6855 -0.420 1.433 -2.568
C 0.6568 -1.3879 1.0297 0.513 -3.111 -0.108
C 0.4994 -2.8394 -0.8771 0.106 0.811 0.192
C 1.8712 -3.4614 -0.5420 -1.409 1.715 -1.494
C 0.3214 2.2732 0.0243 -1.034 -0.972 1.072
C 2.0616 -1.9324 1.3592 1.405 2.289 -2.279
C 1.7044 3.7110 -1.3837 -2.022 -1.509 3.531
C -0.3885 1.7940 1.2150 2.174 2.732 1.852
H -5.1584 -0.6533 2.0572 -0.098 -0.339 -0.236
H -4.6554 0.8627 2.6291 0.260 0.255 -0.068
H 3.2017 -3.5627 0.9645 0.623 -0.325 0.272
H -0.0866 -2.1215 1.4578 0.491 1.026 0.013
H 1.7849 -4.4651 -0.8050 0.369 -1.912 -0.144
H 0.7238 0.9859 -2.9599 -0.447 -0.237 -0.041
H -0.3391 -3.4329 -0.4602 0.404 0.386 -0.047
H 1.6618 -3.9942 1.3772 0.631 0.753 -0.039
H 1.1857 3.9977 0.7421 0.194 0.477 0.168
H 0.9770 -0.8082 -0.9301 0.767 0.091 -0.165
H 2.8987 -1.4045 0.7528 -1.530 -0.135 0.972
H 2.3797 -1.8615 2.3613 0.004 -0.152 1.344
H 2.0024 3.1294 -3.3601 -0.557 -0.929 0.414
H 0.8227 2.6510 3.0374 -0.279 -0.180 -0.878
H -0.9102 3.0549 2.7188 0.299 0.113 0.605
H 0.3508 -2.7908 -1.9569 0.206 -0.395 0.097
H 0.4863 -0.4268 1.3923 -0.014 1.410 0.915
H -0.4603 1.5243 3.3453 -0.637 -1.483 1.180
H 2.4073 4.4935 -1.3666 0.411 1.092 -0.393
H 2.6315 -2.9949 -1.1348 0.495 0.256 -0.392


[4]
42
Properties=species:S:1:pos:R:3:forces:R:3 method="wB97M-V/def2-TZVPD" largest_force_ev_per_a=2.617 de_lowest_ev=0.679 total_charge=0 homo_lumo_gap_ha="0.252 / 0.254" energy_ev=-210824.630 s_squared=3.75 spin_multiplicity=4 lumo_ha="-0.0187 / -0.0181"
Er -0.3278 -2.0301 -0.9845 0.863 -0.467 -0.740
Te 0.4461 -5.1202 -1.1859 0.403 -0.045 -0.098
Te 2.5685 -3.8939 0.0312 -0.209 0.131 -0.273
Se 2.5170 -1.7804 -1.3690 -0.218 -0.072 0.124
Se -1.4791 -4.2787 0.1311 -0.259 0.129 0.343
S -2.7828 -1.3061 -1.3455 -0.318 1.091 -0.187
P 0.1045 -0.6483 1.4639 0.663 1.271 0.467
O 0.2762 -2.0263 -4.9196 -0.046 -0.102 -0.032
N -2.8740 1.3308 -2.1282 1.212 -0.989 0.111
N -0.7530 0.1357 -2.1584 -0.114 0.878 -0.054
C 1.4949 0.5764 1.6611 -0.032 -0.220 -2.234
C -1.6390 1.6485 1.4957 0.275 0.471 0.320
C -0.1355 1.2369 -2.6626 -0.626 -0.087 0.432
C -1.3998 0.2556 2.0653 -0.134 -0.340 0.481
C -0.0601 -2.2802 -3.8797 0.002 0.132 0.324
C -2.0905 0.2178 -1.9113 -0.672 0.220 -0.300
C 1.2826 1.1836 -3.0880 -0.506 -0.754 -1.367
C 1.6717 1.5185 0.4463 1.089 -0.851 -0.018
C -2.2224 2.3888 -2.6033 0.610 -0.754 0.547
C -0.8450 2.4075 -2.8437 -0.897 -0.624 -0.223
C 0.4136 -1.8319 2.7891 -0.659 0.571 1.260
C 0.7397 -1.3948 4.2910 -0.206 -0.859 -2.463
H -0.7664 2.2867 1.5602 0.448 0.075 0.299
H 1.3677 1.1104 2.5420 -0.592 1.126 1.709
H 2.4609 0.1280 1.7617 0.335 -1.102 0.245
H 0.8237 1.4848 -0.1897 -0.718 -0.006 -0.816
H -0.2191 -1.2464 4.7595 0.057 -0.086 0.757
H -1.8287 1.6171 0.4143 -0.604 -0.008 0.396
H 1.1941 -2.4472 2.4209 0.592 -0.879 -0.366
H 1.2697 0.6032 -4.0579 0.254 0.672 0.764
H -2.7928 3.2785 -2.7724 -0.437 0.351 -0.121
H 1.8293 2.5330 0.7024 -0.082 1.157 0.671
H 1.6040 2.2139 -3.2847 0.423 -0.539 0.186
H -0.5380 -2.3621 2.7207 0.194 -0.695 0.395
H -2.4019 2.1734 2.1108 0.082 -0.405 -0.894
H 1.8803 0.5884 -2.4112 0.366 0.285 0.246
H -0.3974 3.2496 -3.3202 0.312 0.496 -0.019
H 1.2916 -0.4793 4.2511 0.357 0.613 0.299
H 1.3904 -2.1870 4.6975 -0.671 0.408 0.279
H -2.2465 -0.3604 1.7474 0.058 -0.165 0.089
H -1.4172 0.2346 3.1819 0.192 0.229 -0.744
H 2.5906 1.2715 -0.1291 -0.788 -0.253 0.204


[5]
65
Properties=species:S:1:pos:R:3:forces:R:3 method="wB97M-V/def2-TZVPD" largest_force_ev_per_a=4.593 de_lowest_ev=6.611 total_charge=-3 homo_lumo_gap_ha=0.219 energy_ev=-125892.109 lumo_ha=0.1620
S -4.1426 1.6908 1.6994 1.207 -2.041 2.849
S 4.7923 -2.9969 -1.5192 0.964 -0.781 3.680
S 2.8659 3.9022 1.7982 1.966 0.993 2.786
S 2.5541 -1.5834 4.8327 1.717 1.495 -2.417
Na 0.2661 -0.5084 -0.0333 0.383 0.203 0.559
F 5.0780 -2.8206 -4.2190 0.327 -0.019 -0.685
F 1.3467 5.5882 0.3359 -0.430 0.847 -0.409
F -5.7819 3.7932 1.9244 0.670 -0.167 -1.113
F -4.0584 4.0013 0.5545 -0.367 0.995 -0.645
F 5.3918 -4.8098 -3.4451 -1.744 -3.074 -0.877
F 2.0648 -2.8894 7.1588 1.060 -1.010 -0.817
F 2.8847 4.5469 -0.7977 0.038 1.579 0.301
F 6.9739 -3.5395 -3.3189 -0.067 1.386 0.112
F 3.4268 6.3430 0.5205 -1.227 -1.231 -0.839
F -5.8378 2.8405 -0.0433 0.313 0.476 -0.028
F 2.8538 -4.0315 5.3985 -0.423 -3.417 -0.183
F 4.1833 -2.7961 6.4941 0.174 -0.491 1.066
O 4.9461 -4.1769 -0.6614 0.380 -0.214 -1.576
O -5.3052 0.8638 2.0678 0.613 0.790 -0.428
O -1.8466 -5.1934 2.8609 -0.798 0.431 -0.830
O 2.0120 4.5095 2.8306 0.650 -0.207 -1.048
O 5.5758 -1.8962 -0.9884 0.266 0.109 -1.645
O 4.3278 3.8865 2.1742 -2.862 0.529 -1.516
O 3.9159 -1.1666 4.4659 -0.919 -0.527 0.797
O -3.3553 1.0627 0.5923 -0.818 1.647 1.287
O 1.8866 -2.2077 3.6869 -0.295 -0.365 1.148
O -0.5433 4.6385 -4.6936 1.702 0.479 -1.949
O 2.3810 2.6412 1.2914 -0.185 0.240 -0.899
O -1.9054 -3.8370 0.2633 -2.938 0.371 -0.597
O 0.2059 2.1891 -3.3174 -1.608 0.315 1.708
O -3.3565 2.1529 2.9301 -2.075 -0.595 -4.054
O 3.3885 -2.6857 -1.6753 -0.411 0.233 -1.855
O 1.7871 -0.5726 5.5109 -0.453 -0.211 0.800
C 2.9340 -2.9586 6.0734 -0.987 4.392 -0.283
C -1.0773 2.3835 -3.8484 0.190 1.355 -0.719
C -0.9450 5.9633 -5.0466 1.311 0.382 1.230
C -1.4890 3.8570 -4.0508 -1.461 1.049 -0.594
C -2.2851 -3.3550 -1.1243 1.312 -0.782 2.042
C -1.9607 -5.7586 4.1280 -0.324 0.412 0.496
C 2.6051 5.2347 0.3640 1.973 -2.624 1.397
C 1.2473 2.2703 -4.2114 1.247 -0.296 -0.537
C -3.1371 -4.2206 1.0327 0.339 -0.117 -0.118
C 5.6150 -3.5724 -3.2519 0.149 2.312 2.605
C -5.0163 3.1885 0.9559 0.430 -1.313 1.901
C -2.9524 -4.3207 2.5468 2.056 0.668 -1.202
H -1.1160 1.9748 -4.8581 0.047 -0.397 -0.238
H -0.4738 6.5212 -4.2375 -0.414 0.819 -0.016
H -3.9045 -4.5587 3.0210 -0.025 -0.502 -0.007
H 1.3515 3.2102 -4.7534 -0.461 0.036 -0.085
H -2.2509 -4.9667 4.8185 -0.099 -0.115 0.460
H -1.3836 -2.8983 -1.5329 0.172 -0.035 0.173
H 2.1713 2.1703 -3.6419 -0.058 -0.242 0.054
H -1.9884 6.2662 -5.1340 -0.461 -0.909 0.360
H -2.7255 -3.2845 2.7977 0.370 0.017 0.829
H -1.0257 -6.1805 4.4966 0.138 0.089 -0.446
H -2.4670 -4.2283 -1.7507 -0.559 0.114 0.017
H -3.6248 -5.1432 0.7179 0.666 -0.455 -0.758
H -2.7224 -6.5380 4.1085 -0.228 -0.242 0.256
H -0.4951 6.3460 -5.9627 0.357 -0.716 -0.214
H -3.0518 -2.5804 -1.1089 -0.312 -0.366 0.126
H -3.9515 -3.4996 0.9617 0.241 0.650 -0.511
H -2.2837 3.9244 -4.7938 -1.077 -1.035 0.229
H -1.8557 4.4987 -3.2496 -0.006 -0.870 1.108
H 1.1400 1.4188 -4.8835 0.379 -0.009 -0.548
H -1.8565 1.8978 -3.2610 0.287 -0.039 0.307


[6]
43
Properties=species:S:1:pos:R:3:forces:R:3 method="wB97M-V/def2-TZVPD" largest_force_ev_per_a=3.039 total_charge=0 homo_lumo_gap_ha=0.266 energy_ev=-57445.549 lumo_ha=-0.0364
S -2.1968 3.4981 1.0194 0.754 -0.353 -0.569
P 3.0454 -0.3117 0.2904 2.020 2.088 0.892
P 0.5133 3.6902 -2.8925 0.691 2.872 0.171
O 0.7594 0.3098 2.2654 -0.157 -0.512 -0.625
O 4.3045 0.4819 0.4002 -0.081 -0.210 -0.211
O -1.1022 3.7325 -3.3044 1.199 -1.685 0.059
O 1.3797 2.9872 -4.1196 -1.447 -0.925 1.102
O 2.4996 1.4785 -2.1172 -0.272 -0.633 0.374
O 3.3922 -3.2665 -1.0115 0.041 -0.425 -0.066
N -1.4123 3.6690 -0.4188 -0.367 -0.269 1.356
N -1.2812 2.3647 1.6971 -0.101 -0.312 0.510
C -0.7756 -1.3628 -0.7150 -0.632 -1.135 -0.332
C -2.0253 -1.8991 2.9249 0.384 0.338 -0.201
C -1.7802 -1.5643 0.4443 -0.682 1.608 -0.266
C 0.1975 -1.0265 2.1237 -0.838 0.318 1.145
C 0.7254 1.0186 1.1074 0.332 0.653 -0.932
C -0.4032 2.8234 -0.3425 2.117 -1.186 -0.665
C 1.6598 0.8734 0.1117 -0.508 -0.565 -0.388
C 0.6138 2.6205 -1.3658 -0.945 -0.769 -0.698
C -0.2921 2.0145 0.8713 -1.392 1.510 0.007
C -1.3315 -0.9890 1.8390 -0.355 -1.976 0.073
C -3.0666 -0.7511 0.0430 0.962 0.368 -0.046
C 1.5711 1.6705 -1.1218 -0.139 -0.028 0.173
H 3.7051 -3.8897 -0.3462 0.008 0.050 0.012
H 2.7927 0.5557 -2.1113 0.252 0.310 0.025
H -2.9443 -2.3592 2.5259 0.174 0.422 0.367
H -2.1041 -2.6152 0.5481 0.636 0.256 -0.074
H -1.3601 -2.7286 3.2193 -0.235 0.215 -0.186
H -1.7693 0.0085 1.9728 0.653 -0.117 -0.162
H 1.2531 2.0262 -4.0452 0.473 0.093 -0.429
H 3.1743 -1.1777 -0.8130 -0.944 -0.112 0.259
H -1.4166 2.8158 -3.3906 -0.460 0.323 -0.054
H 0.3203 -1.4718 3.1256 0.220 0.361 -0.388
H -2.6853 0.2093 -0.3639 -0.354 -0.312 0.157
H -2.2156 -1.2977 3.8278 -0.153 -0.369 -0.245
H 3.5660 -3.7102 -1.8490 -0.018 0.043 -0.002
H -3.6402 -1.2318 -0.7624 -0.003 0.071 0.444
H -1.2483 -1.7964 -1.6207 0.270 0.186 0.326
H -3.6724 -0.4761 0.9206 -0.084 -0.444 -0.403
H -0.5936 -0.3049 -0.9587 0.123 -0.344 0.389
H 0.1510 -1.9414 -0.5637 -0.139 0.476 -0.111
H 0.7776 -1.6611 1.4355 -0.246 0.443 -0.059
H 2.9152 -1.0150 1.5204 -0.760 -0.324 -0.727